Computed, not measured: a cluster of 9 separate species, C37H85F3N5O12S8 in total at a distorted geometry, with ωB97M-V/def2-TZVPD.

Computed properties:
Charge ... +1
E_LUMO ... -2.9511 eV
Electronic energy ... -6122.05924 a.u.
Largest force on an atom ... 3.75 eV/A

Last columns: bonded neighbours and bond lengths (Å).
Cartesian coordinates (Å):
1 H 4.73 -5.64 4.74  C28 1.089
2 H -8.43 0.61 -1.13  C90 1.088
3 C 0.63 1.26 3.35  H29 1.079, C57 1.541, C94 1.529, H117 1.080
4 S -4.24 -2.94 -0.81  C15 1.802, O132 1.487, C145 1.789
5 H -6.03 -2.97 -2.39  C145 1.089
6 C 7.59 4.13 -3.17  S13 1.796, H16 1.088, H96 1.090, H108 1.090
7 H 1.23 2.95 -2.02  C33 1.081
8 H 4.93 0.05 -3.53  C56 1.092
9 O -5.28 2.46 4.64  C147 1.215
10 C 3.17 3.00 -1.08  O26 1.438, C33 1.537, H100 1.074, H146 1.076
11 H 6.37 -4.99 4.53  C28 1.090
12 C 2.56 -0.26 3.88  H21 1.072, H92 1.075, C94 1.527, H97 1.080
13 S 6.60 2.76 -2.54  C6 1.796, C79 1.798, O123 1.492
14 O 3.36 -3.24 3.76  S129 1.491
15 C -5.51 -3.44 0.36  S4 1.802, H59 1.090, H126 1.088, H150 1.090
16 H 7.31 4.28 -4.21  C6 1.088
17 H 8.42 2.59 -0.99  C79 1.090
18 H -1.15 1.01 4.51  C57 1.077
19 C -6.08 0.68 1.79  O81 1.218, F85 1.315, N144 1.426
20 H 7.13 3.69 -0.40  C79 1.090
21 H 2.73 -0.93 3.06  C12 1.072
22 H 6.88 -2.68 3.56  C93 1.090
23 H 0.94 5.91 0.26  C63 1.081
24 H -4.47 -3.33 -3.13  C145 1.086
25 H 6.08 1.25 -5.35  C42 1.091
26 O 3.45 2.70 0.29  C10 1.438, C139 1.353
27 H -1.43 4.77 1.19  C148 1.080
28 C 5.33 -4.74 4.72  H1 1.089, H11 1.090, S129 1.790, H140 1.090
29 H 1.35 2.03 3.58  C3 1.079
30 H -5.12 -3.24 -7.45  C69 1.091
31 H 1.83 5.28 2.78  C141 1.081
32 H -3.76 -9.64 -3.82  C130 1.090
33 C 1.78 3.59 -1.35  H7 1.081, C10 1.537, H48 1.080, C49 1.513
34 C -3.57 3.01 1.98  N47 1.325, N78 1.410, N103 1.285
35 H -3.34 -6.16 -2.17  C45 1.090
36 H 1.28 0.92 0.06  C102 1.079
37 H -2.41 -1.73 -7.63  C115 1.090
38 H -3.20 0.02 4.22  C104 1.079
39 O 8.50 -4.25 4.89  S66 1.490
40 H -3.71 -0.91 2.84  C104 1.078
41 H -7.73 1.96 -5.42  C71 1.087
42 C 5.24 1.22 -6.04  H25 1.091, S76 1.794, H80 1.090, H127 1.088
43 H -0.08 3.90 -0.38  C49 1.083
44 N -4.57 2.67 -0.78  H73 1.003, H101 1.008, C142 1.414
45 C -3.77 -7.04 -2.64  H35 1.090, S61 1.796, H109 1.091, H124 1.090
46 O -4.74 -1.98 -4.94  S120 1.491
47 N -2.64 3.15 2.92  C34 1.325, C95 1.457, C119 1.463
48 H 1.91 4.52 -1.88  C33 1.080
49 C 0.96 3.81 -0.09  C33 1.513, H43 1.083, C63 1.524, H136 1.079
50 H -4.03 -0.99 -7.50  C115 1.090
51 H 9.43 -5.98 6.93  C110 1.090
52 H 6.90 1.92 -0.34  C79 1.088
53 S -7.60 0.84 -3.34  C71 1.795, C90 1.798, O107 1.491
54 H -3.83 4.87 1.35  N103 1.009
55 H 3.17 -0.17 -3.38  C56 1.089
56 C 4.00 -0.08 -4.08  H8 1.092, H55 1.089, S76 1.796, H135 1.090
57 C -0.76 1.74 3.83  C3 1.541, H18 1.077, H86 1.080, C95 1.485
58 H -5.27 4.55 -0.35  C142 1.079
59 H -5.69 -4.52 0.28  C15 1.090
60 H -9.74 0.92 -2.29  C90 1.090
61 S -2.73 -7.49 -4.03  C45 1.796, O128 1.487, C130 1.797
62 H 2.47 5.11 0.65  C63 1.079
63 C 1.40 5.03 0.70  H23 1.081, C49 1.524, H62 1.079, C141 1.535
64 H -1.47 4.45 4.09  C119 1.075
65 H 10.26 -4.43 7.22  C110 1.088
66 S 9.90 -4.78 4.91  O39 1.490, C106 1.796, C110 1.796
67 H -9.35 1.69 -4.73  C71 1.090
68 F -6.48 3.18 2.92  C147 1.327
69 C -4.31 -3.72 -6.90  H30 1.091, H83 1.089, S120 1.793, H122 1.088
70 H -2.17 6.16 1.92  C148 1.088
71 C -8.32 1.99 -4.51  H41 1.087, S53 1.795, H67 1.090, H87 1.090
72 H 9.07 -7.02 4.70  C106 1.090
73 H -4.25 3.10 -1.63  N44 1.003
74 F -1.07 2.31 1.53  C95 1.398
75 H 11.19 -5.82 6.63  C110 1.090
76 S 3.71 1.35 -5.12  C42 1.794, C56 1.796, O88 1.490
77 H -6.03 3.29 0.59  C142 1.076
78 N -3.93 1.65 1.88  C34 1.410, C138 1.485, N144 1.438
79 C 7.35 2.74 -0.91  S13 1.798, H17 1.090, H20 1.090, H52 1.088
80 H 5.24 0.28 -6.60  C42 1.090
81 O -6.98 1.23 1.18  C19 1.218
82 H 2.35 -0.44 0.46  C102 1.072
83 H -3.54 -4.06 -7.58  C69 1.089
84 O 3.88 1.03 1.68  C139 1.213
85 F -5.91 -0.62 1.75  C19 1.315
86 H -0.61 2.63 4.43  C57 1.080
87 H -8.31 3.00 -4.10  C71 1.090
88 O 3.84 2.55 -4.24  S76 1.490
89 H -2.72 -0.46 -6.43  C115 1.088
90 C -8.73 1.20 -2.00  H2 1.088, S53 1.798, H60 1.090, H112 1.091
91 H -0.18 6.23 3.55  C121 1.083
92 H 2.96 -0.70 4.77  C12 1.075
93 C 5.85 -2.34 3.69  H22 1.090, H105 1.090, S129 1.795, H133 1.089
94 C 1.06 -0.01 4.08  C3 1.529, C12 1.527, H99 1.082, H131 1.081
95 C -1.73 2.03 2.74  N47 1.457, C57 1.485, F74 1.398, C138 1.554
96 H 8.65 3.88 -3.10  C6 1.090
97 H 3.06 0.67 3.67  C12 1.080
98 H 0.70 3.97 2.45  C141 1.083
99 H 0.54 -0.82 3.57  C94 1.082
100 H 3.38 2.15 -1.71  C10 1.074
101 H -5.19 1.91 -0.99  N44 1.008
102 C 2.28 0.53 0.01  H36 1.079, H82 1.072, C139 1.502, H149 1.080
103 N -4.10 3.90 1.22  C34 1.285, H54 1.009, C142 1.503
104 C -2.93 -0.26 3.22  H38 1.079, H40 1.078, H111 1.077, C138 1.497
105 H 5.71 -1.98 4.71  C93 1.090
106 C 9.84 -6.43 4.20  S66 1.796, H72 1.090, H114 1.088, H137 1.090
107 O -6.27 1.40 -2.95  S53 1.491
108 H 7.37 5.03 -2.60  C6 1.090
109 H -4.78 -6.81 -3.00  C45 1.091
110 C 10.23 -5.31 6.59  H51 1.090, H65 1.088, S66 1.796, H75 1.090
111 H -2.03 -0.85 3.23  C104 1.077
112 H -8.69 2.26 -1.75  C90 1.091
113 H -3.27 -9.28 -5.49  C130 1.088
114 H 9.60 -6.34 3.14  C106 1.088
115 C -3.15 -1.31 -6.95  H37 1.090, H50 1.090, H89 1.088, S120 1.797
116 H -3.02 5.03 3.63  C119 1.081
117 H 0.67 1.05 2.30  C3 1.080
118 H -0.06 6.81 1.92  C121 1.082
119 C -2.16 4.49 3.26  N47 1.463, H64 1.075, H116 1.081, C148 1.545
120 S -3.61 -2.55 -5.74  O46 1.491, C69 1.793, C115 1.797
121 C -0.18 5.91 2.52  H91 1.083, H118 1.082, C141 1.535, C148 1.525
122 H -4.70 -4.56 -6.33  C69 1.088
123 O 7.06 1.53 -3.25  S13 1.492
124 H -3.80 -7.86 -1.93  C45 1.090
125 H -4.74 -8.52 -4.83  C130 1.090
126 H -5.15 -3.21 1.37  C15 1.088
127 H 5.29 2.06 -6.73  C42 1.088
128 O -2.86 -6.41 -5.05  S61 1.487
129 S 4.73 -3.70 3.38  O14 1.491, C28 1.790, C93 1.795
130 C -3.73 -8.87 -4.60  H32 1.090, S61 1.797, H113 1.088, H125 1.090
131 H 0.79 0.03 5.12  C94 1.081
132 O -3.07 -3.83 -0.60  S4 1.487
133 H 5.63 -1.55 2.98  C93 1.089
134 H -2.27 0.53 1.40  C138 1.083
135 H 4.04 -0.98 -4.70  C56 1.090
136 H 1.04 2.94 0.54  C49 1.079
137 H 10.82 -6.91 4.31  C106 1.090
138 C -2.72 0.91 2.31  N78 1.485, C95 1.554, C104 1.497, H134 1.083
139 C 3.27 1.42 0.71  O26 1.353, O84 1.213, C102 1.502
140 H 5.23 -4.21 5.66  C28 1.090
141 C 0.99 4.98 2.18  H31 1.081, C63 1.535, H98 1.083, C121 1.535
142 C -5.10 3.60 0.14  N44 1.414, H58 1.079, H77 1.076, N103 1.503
143 H -5.29 -4.58 -2.17  C145 1.090
144 N -5.11 1.30 2.64  C19 1.426, N78 1.438, C147 1.435
145 C -5.10 -3.51 -2.27  S4 1.789, H5 1.089, H24 1.086, H143 1.090
146 H 3.90 3.73 -1.37  C10 1.076
147 C -5.64 2.32 3.49  O9 1.215, F68 1.327, N144 1.435
148 C -1.52 5.31 2.12  H27 1.080, H70 1.088, C119 1.545, C121 1.525
149 H 2.51 0.41 -1.04  C102 1.080
150 H -6.42 -2.89 0.16  C15 1.090

Atomic partial charges in e from the Löwdin method, atoms 1 to 6: 0.049 0.034 -0.176 0.797 0.061 -0.252